49
Properties=species:S:1:pos:R:3 method="wB97M-V/def2-TZVPD" total_charge=+3 spin_multiplicity=1 e_above_lowest_kcal_mol=27.82 lumo_ev=-13.77 orbital_gap_ev=2.285
Mg 3.671 -2.762 0.242
Mg 4.093 0.211 -2.629
C 0.233 -0.723 -0.900
C 1.693 -0.998 -1.291
O 2.303 -2.035 -0.923
O 2.346 -0.101 -1.779
H -0.271 -0.239 -1.737
H 0.152 -0.174 0.038
H -0.366 -1.626 -0.781
Cl 4.889 0.021 1.116
C 4.248 1.462 1.875
C 3.278 1.048 3.021
Cl 1.776 0.411 2.241
H 3.763 2.091 1.129
H 5.131 2.010 2.204
H 2.986 1.869 3.676
H 3.670 0.260 3.663
Cl -0.728 -6.144 0.990
C 0.160 -5.228 -0.224
C -0.682 -4.776 -1.453
Cl -1.237 -6.055 -2.614
H 1.058 -5.712 -0.607
H 0.541 -4.328 0.258
H -0.125 -4.008 -1.990
H -1.600 -4.319 -1.086
Cl -5.205 -1.790 1.836
C -4.949 -1.720 0.058
C -3.670 -1.012 -0.153
Cl -3.171 -1.155 -1.897
H -5.859 -1.424 -0.465
H -4.772 -2.758 -0.224
H -2.881 -1.408 0.487
H -3.731 0.044 0.109
Cl 2.071 2.970 -0.446
C 1.106 3.945 -1.568
C 0.595 3.116 -2.728
Cl 1.879 2.511 -3.793
H 1.707 4.825 -1.795
H 0.236 4.178 -0.953
H -0.078 3.825 -3.211
H -0.038 2.278 -2.436
Cl -3.288 4.346 2.367
C -2.173 2.900 2.514
C -1.172 2.854 1.320
Cl -2.006 2.277 -0.115
H -2.823 2.039 2.669
H -1.598 3.084 3.422
H -0.411 2.094 1.501
H -0.749 3.825 1.064



155
Properties=species:S:1:pos:R:3 method="wB97M-V/def2-TZVPD" spin_multiplicity=1 e_above_lowest_kcal_mol=201.06 smiles="CCCCCCC[PH](CCC(F)(F)C(F)(F)S(F)(F)(F)(F)F)(COc1ccccc1)B(O)OC.CC(C)=O.CC(C)=O.CC(C)=O.CC(C)=O.CC(C)=O.CC(C)=O.CC(C)=O.CC(C)=O.CC(C)=O" lumo_ev=-1.04 orbital_gap_ev=6.662
C 5.408 -1.404 5.782
C 4.157 -2.208 5.101
C 3.842 -1.449 3.717
C 2.359 -1.660 3.151
C 1.243 -0.719 3.885
C 1.657 0.831 3.921
C 0.488 1.885 3.679
P -0.365 1.908 1.996
C 1.158 2.541 1.033
C 2.198 1.457 0.519
C 3.685 2.017 0.156
F 3.517 2.625 -1.149
F 4.476 0.809 0.077
C 4.258 3.136 1.114
F 3.921 2.977 2.500
F 3.658 4.377 0.699
S 6.117 3.438 1.076
F 5.881 5.039 0.561
F 6.303 2.928 -0.489
F 6.484 1.964 1.751
F 6.000 4.049 2.659
F 7.757 3.778 1.097
C -2.016 1.477 2.882
O -2.074 0.140 3.450
C -3.397 0.004 4.023
C -4.373 -1.093 3.458
C -5.819 -1.199 4.057
C -6.362 -0.263 5.204
C -5.361 0.787 5.785
C -3.943 0.873 5.178
B -0.716 0.445 0.815
O -1.824 0.587 -0.140
O -0.027 -0.820 0.781
C -0.357 -1.608 -0.400
H 4.995 -0.655 6.544
H 6.178 -2.128 6.214
H 5.953 -0.766 4.984
H 3.254 -2.285 5.791
H 4.597 -3.237 4.810
H 4.560 -1.902 2.928
H 4.167 -0.361 3.843
H 2.030 -2.747 3.380
H 2.254 -1.539 2.018
H 0.257 -0.957 3.367
H 1.161 -1.095 4.964
H 2.047 1.024 4.997
H 2.582 0.948 3.255
H -0.290 1.740 4.523
H 0.920 2.944 3.859
H -1.006 3.172 1.637
H 0.753 3.093 0.095
H 1.601 3.392 1.685
H 1.826 1.095 -0.520
H 2.254 0.482 1.139
H -2.247 2.330 3.617
H -2.856 1.531 2.079
H -4.032 -1.795 2.629
H -6.517 -1.999 3.624
H -7.421 -0.300 5.635
H -5.656 1.511 6.630
H -3.235 1.657 5.629
H -2.542 -0.011 0.166
H -0.115 -1.055 -1.371
H 0.348 -2.524 -0.381
H -1.424 -2.020 -0.349
C 1.140 -1.077 -5.873
C 1.072 -0.612 -4.443
C 1.158 0.869 -4.190
O 0.952 -1.404 -3.524
H 1.066 -2.166 -5.904
H 0.309 -0.653 -6.441
H 2.093 -0.778 -6.316
H 0.328 1.379 -4.684
H 2.110 1.254 -4.558
H 1.095 1.057 -3.115
C -7.605 -2.911 7.672
C -8.501 -3.399 6.564
C -9.471 -4.503 6.893
O -8.444 -2.921 5.446
H -6.960 -2.116 7.292
H -8.209 -2.510 8.489
H -6.978 -3.729 8.031
H -10.158 -4.174 7.676
H -8.926 -5.392 7.218
H -10.051 -4.753 6.002
C -2.503 -3.757 4.457
C -1.457 -4.840 4.425
C -1.936 -6.268 4.426
O -0.270 -4.572 4.399
H -2.014 -2.781 4.453
H -3.143 -3.833 3.576
H -3.101 -3.845 5.367
H -2.551 -6.454 3.543
H -2.509 -6.467 5.334
H -1.075 -6.939 4.401
C 3.080 4.745 -4.922
C 1.809 4.504 -5.691
C 1.035 5.711 -6.148
O 1.422 3.375 -5.935
H 3.532 3.786 -4.658
H 3.786 5.307 -5.538
H 2.860 5.293 -4.003
H 1.651 6.315 -6.818
H 0.724 6.302 -5.283
H 0.144 5.387 -6.689
C -4.149 -1.813 -7.916
C -2.952 -2.185 -7.082
C -2.862 -1.600 -5.698
O -2.090 -2.929 -7.511
H -4.081 -2.307 -8.888
H -5.065 -2.143 -7.420
H -4.172 -0.732 -8.073
H -3.720 -1.920 -5.103
H -2.828 -0.509 -5.757
H -1.949 -1.953 -5.214
C 2.112 1.951 -8.563
C 2.707 2.951 -9.517
C 2.381 2.795 -10.978
O 3.425 3.855 -9.121
H 2.431 2.187 -7.547
H 1.022 1.999 -8.607
H 2.459 0.946 -8.815
H 1.303 2.879 -11.130
H 2.740 1.827 -11.337
H 2.878 3.585 -11.547
C -9.417 1.832 8.141
C -8.205 1.456 8.953
C -8.102 2.019 10.345
O -7.343 0.725 8.500
H -9.358 1.355 7.161
H -10.323 1.487 8.645
H -9.450 2.915 8.002
H -8.949 1.682 10.946
H -8.076 3.110 10.304
H -7.179 1.664 10.811
C 4.991 -2.254 -0.067
C 3.861 -3.034 -0.685
C 4.182 -3.890 -1.882
O 2.732 -2.974 -0.236
H 4.614 -1.684 0.784
H 5.766 -2.939 0.287
H 5.407 -1.558 -0.799
H 4.921 -4.647 -1.609
H 4.562 -3.266 -2.694
H 3.274 -4.392 -2.221
C 6.889 0.353 -11.461
C 5.943 0.469 -10.295
C 6.331 1.399 -9.178
O 4.904 -0.164 -10.259
H 6.481 -0.351 -12.189
H 7.007 1.326 -11.942
H 7.857 -0.020 -11.118
H 6.424 2.419 -9.558
H 7.274 1.073 -8.733
H 5.557 1.382 -8.408



79
Properties=species:S:1:pos:R:3 method="wB97M-V/def2-TZVPD" total_charge=+4 spin_multiplicity=1 e_above_lowest_kcal_mol=52.72 lumo_ev=-14.77 orbital_gap_ev=1.873
Pb -2.335 3.147 -2.633
P -1.642 -2.623 -0.474
P 2.489 -0.818 0.603
P 1.692 -1.397 -1.995
H -4.205 3.921 -4.162
C -3.698 2.957 -4.441
C -3.867 1.824 -3.573
H -4.835 1.725 -3.064
C -3.224 -2.089 0.213
C -0.670 -3.295 0.907
C -1.986 -4.094 -1.488
C 3.570 0.678 0.573
C 1.736 -0.647 2.269
C 3.701 -2.195 0.872
C 0.675 -1.312 -3.555
C 2.083 -3.202 -2.068
C 3.229 -0.623 -2.615
H -3.468 2.782 -5.507
H -3.228 0.931 -3.708
H -3.616 -1.286 -0.419
H -3.078 -1.726 1.238
H -3.932 -2.928 0.222
H -0.747 -2.635 1.787
H 0.381 -3.394 0.588
H -1.078 -4.292 1.147
H -2.867 -3.912 -2.131
H -2.196 -4.933 -0.793
H -1.106 -4.336 -2.112
H 4.417 0.557 1.266
H 2.966 1.545 0.874
H 3.944 0.867 -0.441
H 2.352 -1.166 3.020
H 0.737 -1.101 2.264
H 1.631 0.408 2.568
H 4.307 -1.977 1.765
H 4.363 -2.337 0.004
H 3.149 -3.130 1.038
H 1.000 -2.056 -4.286
H 0.777 -0.317 -4.009
H -0.386 -1.458 -3.321
H 2.537 -3.416 -3.046
H 1.164 -3.798 -1.979
H 2.779 -3.513 -1.283
H 3.482 -1.105 -3.567
H 4.064 -0.756 -1.916
H 3.058 0.448 -2.777
C 0.482 1.898 -3.272
C -0.361 1.967 -4.434
C -0.057 2.847 -5.493
C 1.189 3.484 -5.548
C 2.047 3.375 -4.442
C 1.624 2.704 -3.287
Se 0.176 0.829 -1.662
H -0.929 -1.544 -1.160
H -1.204 1.263 -4.507
H -0.795 3.000 -6.289
H 1.498 4.015 -6.447
H 3.022 3.853 -4.459
H 2.167 2.838 -2.345
N 0.283 1.212 10.149
C 0.010 1.199 9.011
C -0.345 1.244 7.621
C -1.473 1.976 7.226
C -1.872 1.980 5.889
C -1.089 1.333 4.932
C 0.101 0.679 5.302
C 0.430 0.582 6.657
N -1.538 1.318 3.588
C -2.823 1.039 3.111
C -2.738 1.077 1.737
N -1.467 1.501 1.378
C -0.766 1.634 2.488
H -2.053 2.529 7.965
H -2.765 2.513 5.563
H 0.729 0.178 4.559
H 1.304 -0.009 6.957
H -3.653 0.741 3.731
H -3.496 0.822 1.008
H 0.249 2.003 2.618



73
Properties=species:S:1:pos:R:3 method="wB97M-V/def2-TZVPD" spin_multiplicity=1 e_above_lowest_kcal_mol=16.96 lumo_ev=0.13 orbital_gap_ev=8.393
Ir 0.071 1.414 -0.431
O -1.923 2.460 1.943
C -0.831 2.986 1.979
C -0.390 4.002 3.022
C 1.030 4.366 2.620
C 1.297 3.534 1.375
O 2.331 3.567 0.744
N 0.191 2.765 1.081
H -0.469 3.545 4.008
H -1.081 4.844 2.999
H 1.782 4.111 3.367
H 1.164 5.418 2.373
O 1.057 0.113 0.795
C 0.021 -0.545 1.128
N -0.106 -1.501 2.054
C -1.529 -1.846 2.177
C -2.154 -0.885 1.098
O -3.328 -0.798 0.844
N -1.120 -0.218 0.502
C -2.019 -1.561 3.595
C -3.152 -0.805 3.862
C -3.554 -0.597 5.177
C -2.835 -1.138 6.229
C -1.705 -1.902 5.966
C -1.306 -2.114 4.658
C -1.803 -3.302 1.810
C -3.111 -3.711 1.559
C -3.381 -5.038 1.270
C -2.356 -5.974 1.237
C -1.056 -5.572 1.493
C -0.781 -4.241 1.778
H 0.585 -1.655 2.766
H -3.717 -0.373 3.049
H -4.435 0.000 5.373
H -3.152 -0.970 7.250
H -1.140 -2.339 6.779
H -0.442 -2.742 4.467
H -3.910 -2.983 1.583
H -4.400 -5.343 1.069
H -2.571 -7.010 1.009
H -0.248 -6.292 1.468
H 0.243 -3.937 1.955
Cl -4.198 4.510 -0.832
C -3.466 3.611 -2.160
Cl -4.492 2.258 -2.644
Cl -3.152 4.681 -3.539
C -2.193 3.061 -1.700
N -1.202 2.625 -1.338
C 3.190 2.302 -5.575
C 1.928 1.841 -4.879
C 0.803 1.501 -5.833
O 2.284 0.641 -4.132
P 1.735 0.371 -2.664
S -0.207 0.030 -2.424
S 2.087 1.965 -1.463
O 2.489 -0.963 -2.293
C 3.910 -1.271 -2.425
C 4.231 -1.706 -3.841
C 4.784 -0.137 -1.931
H 2.982 3.192 -6.169
H 3.562 1.521 -6.241
H 3.965 2.544 -4.849
H 1.607 2.595 -4.158
H 1.116 0.713 -6.521
H 0.534 2.383 -6.416
H -0.078 1.161 -5.289
H 4.015 -2.127 -1.757
H 4.242 -0.859 -4.524
H 3.498 -2.431 -4.193
H 5.215 -2.177 -3.852
H 4.717 0.730 -2.591
H 5.822 -0.471 -1.923
H 4.503 0.171 -0.926



42
Properties=species:S:1:pos:R:3 method="wB97M-V/def2-TZVPD" spin_multiplicity=1 e_above_lowest_kcal_mol=3.71 smiles="CCOP(=S)(OCC)SCC(=O)N[C@](C)(CC)C(=O)O" lumo_ev=0.48 orbital_gap_ev=9.196
C 1.004 -5.106 2.446
C 0.624 -3.639 2.376
O 0.086 -3.376 1.087
P 0.057 -1.879 0.488
S 1.765 -0.970 0.732
O -0.324 -2.238 -0.999
C -1.648 -2.372 -1.511
C -2.383 -3.551 -0.902
S -1.594 -1.078 1.601
C -0.952 0.610 1.716
C -0.650 1.118 0.313
O -0.786 0.399 -0.659
N -0.248 2.390 0.276
C 0.158 3.103 -0.925
C -1.003 3.166 -1.925
C 1.399 2.454 -1.569
C 2.597 2.408 -0.628
C 0.495 4.519 -0.474
O 0.415 4.899 0.667
O 0.876 5.303 -1.475
H 1.410 -5.332 3.428
H 1.751 -5.331 1.690
H 0.130 -5.727 2.268
H 1.503 -3.001 2.536
H -0.131 -3.394 3.132
H -2.187 -1.437 -1.332
H -1.507 -2.505 -2.586
H -3.351 -3.666 -1.383
H -2.533 -3.390 0.163
H -1.803 -4.462 -1.038
H -0.041 0.608 2.318
H -1.717 1.213 2.202
H -0.132 2.918 1.133
H -1.875 3.625 -1.463
H -0.712 3.746 -2.795
H -1.257 2.156 -2.233
H 1.131 1.439 -1.860
H 1.647 3.023 -2.466
H 2.854 3.401 -0.263
H 3.457 2.002 -1.153
H 2.396 1.761 0.222
H 1.083 6.194 -1.152



12
Properties=species:S:1:pos:R:3 method="wB97M-V/def2-TZVPD" total_charge=-1 spin_multiplicity=2 e_above_lowest_kcal_mol=35.70 lumo_ev="4.47 / 4.29" orbital_gap_ev="3.510 / 7.699"
H 0.125 0.291 1.726
O -0.053 -0.168 2.850
N -0.045 0.388 0.419
H 0.723 0.059 3.350
C 1.030 0.511 -0.438
C -1.035 -0.250 -0.296
C 0.706 0.087 -1.692
N -0.576 -0.494 -1.597
H -1.101 -0.812 -2.391
H -1.910 -0.588 0.229
H 1.219 0.263 -2.624
H 1.917 0.972 -0.024